A cluster of 2 separate species, C10H18O4Si in total, computed with ωB97M-V/def2-TZVPD.

```
33
Properties=species:S:1:pos:R:3:forces:R:3:nbo_charge:R:1
C -2.154909 1.474405 -1.009446 0.0 -0.3 0.0 -0.441
C -2.282865 1.355395 0.321525 -0.1 0.1 -0.1 -0.140
C -1.378239 1.912347 1.387703 0.6 -1.4 0.1 -0.899
Si 0.493803 1.735411 1.201303 -0.1 0.4 -0.1 1.128
C 1.221389 2.064038 -0.523064 0.4 0.5 0.8 -0.890
C 2.468285 2.932605 -0.400487 0.2 -1.1 -0.8 0.079
C 3.241508 3.185164 -1.632874 -1.0 2.1 0.4 -0.151
O 2.421269 4.215425 -0.937571 0.4 0.2 0.5 -0.505
H -3.033397 1.663509 -1.619581 -0.1 -1.2 -0.1 0.200
H -1.219248 1.329583 -1.538197 0.2 1.3 0.1 0.193
H -3.168470 0.835678 0.691296 -0.6 1.1 0.1 0.195
H -1.601799 1.374216 2.315485 0.1 0.2 0.1 0.256
H -1.620020 2.960131 1.573956 -0.1 0.0 -0.2 0.254
H 0.936608 0.414333 1.655415 0.1 0.0 0.0 -0.161
H 1.115300 2.746574 2.096523 0.0 0.0 0.0 -0.187
H 1.562651 1.130655 -0.973447 -0.4 -0.1 -0.2 0.239
H 0.538871 2.619771 -1.163200 -0.1 -0.3 -0.2 0.254
H 3.056183 2.822586 0.511042 0.0 0.1 0.0 0.183
H 4.286763 3.460002 -1.583920 0.1 -0.4 -0.2 0.192
H 2.727419 3.149367 -2.585084 0.6 -1.0 -0.3 0.198
C -1.225232 -4.768012 -0.482246 0.0 -0.1 0.2 -0.628
C -0.958953 -3.314458 -0.181397 0.0 -0.2 -0.1 0.063
C 0.495863 -2.917497 -0.059459 0.1 0.1 -0.1 -0.092
O 0.427878 -1.782540 0.812948 -0.1 -0.3 0.0 -0.496
C -0.673439 -1.942236 1.594785 -0.1 0.0 0.0 0.976
O -0.931244 -1.285691 2.549585 0.0 0.0 0.0 -0.575
O -1.439508 -2.955798 1.128533 0.0 0.1 0.0 -0.494
H -2.226853 -5.042852 -0.155236 0.0 0.1 -0.1 0.238
H -1.142858 -4.954386 -1.552516 0.0 0.0 0.0 0.223
H -0.517021 -5.415060 0.036995 0.0 0.0 0.0 0.214
H -1.472286 -2.673117 -0.903682 0.0 0.0 0.0 0.187
H 0.957660 -2.638750 -1.003247 0.0 0.1 0.0 0.205
H 1.094892 -3.690798 0.427563 -0.1 -0.1 0.0 0.183
```
Positions in Å, forces in eV/Å.

Properties
Strongest force on any atom in eV Å⁻¹: 2.35
Energy relative to the best compared isomer or geometry (same formula, charge and spin) in kJ/mol: 431.83
Spin multiplicity: 1
LUMO in eV: 0.62
Highest occupied orbital energy in Ha: -0.3157
SMILES: C=CC[SiH2]C[C@H]1CO1.C[C@@H]1COC(=O)O1
Molecular weight in u: 230.34


A structure of composition C10H19BF4MnN5OPS, computed with ωB97M-V/def2-TZVPD.

```
43
Properties=species:S:1:pos:R:3:forces:R:3:nbo_charge:R:1
Mn -0.155421 -1.902106 -0.634279 0.1 -1.1 0.7 1.402
N 0.122446 -3.688536 2.955514 0.1 -0.1 0.3 -0.731
C -0.172239 -3.385084 1.714814 0.0 0.8 -0.6 0.726
O -0.189785 -2.169716 1.340333 0.0 -0.5 0.3 -0.713
C -0.466699 -4.441789 0.702183 -0.1 0.2 -0.2 -0.543
C -1.002078 -3.767296 -0.567049 0.4 0.0 0.4 -0.608
H 0.415422 -2.964787 3.589960 0.0 0.1 0.1 0.427
H 0.188645 -4.646926 3.250416 0.0 -0.1 0.0 0.423
H -1.166085 -5.160426 1.128225 -0.1 -0.2 0.0 0.249
H 0.461256 -4.983996 0.507735 0.1 0.0 0.0 0.264
H -2.057613 -3.541045 -0.494555 -0.3 0.1 0.1 0.211
H -0.833842 -4.349455 -1.456116 0.2 -0.1 -0.3 0.238
F 3.451865 -0.179486 -1.227051 -0.6 -0.4 1.0 -0.556
B 3.092644 -0.946011 -0.093564 0.5 0.2 -0.1 1.377
F 1.920406 -1.804785 -0.516670 0.2 0.5 0.2 -0.599
F 4.071102 -1.807883 0.323125 -0.5 0.5 -0.1 -0.529
F 2.617022 -0.088694 0.966067 0.0 -0.6 -1.0 -0.587
C -0.695317 3.560610 -1.132808 -0.1 -0.4 0.3 -0.052
N 0.639824 2.895961 -0.775993 0.0 -0.2 0.1 -0.383
C 0.899094 3.067557 0.746433 -0.5 -0.3 -0.1 -0.055
N -0.214318 2.574752 1.504105 0.2 0.0 -0.2 -0.429
C -1.458409 3.228107 1.092596 0.1 -0.3 -0.2 -0.075
N -1.751500 3.016144 -0.334997 0.1 0.1 0.1 -0.431
C -2.079681 1.614216 -0.653279 0.3 0.1 0.0 -0.502
P -0.642984 0.502835 -0.253242 -0.2 0.6 0.4 0.752
C 0.642251 1.441400 -1.177135 0.0 0.2 0.2 -0.550
C -0.323524 1.100561 1.472601 -0.1 0.5 -0.5 -0.520
H -0.859510 3.394785 -2.192300 0.0 0.0 -0.1 0.228
H -0.571216 4.621531 -0.938030 0.0 0.1 0.1 0.226
H 1.390276 3.361637 -1.283368 0.1 0.1 0.0 0.440
H 1.036116 4.135222 0.895566 0.0 0.1 0.1 0.222
H 1.815273 2.526896 0.968902 0.0 -0.1 0.0 0.254
H -1.386532 4.298189 1.280021 0.1 0.1 0.0 0.220
H -2.278744 2.828879 1.683565 0.0 0.0 0.0 0.223
H -2.319487 1.519355 -1.711578 0.0 0.0 -0.1 0.249
H -2.961484 1.305255 -0.093503 0.0 0.0 0.1 0.250
H 0.447535 1.372455 -2.245178 -0.1 0.0 -0.1 0.260
H 1.626701 1.022468 -0.990311 0.2 0.0 0.1 0.304
H 0.588295 0.641538 1.819368 0.4 -0.1 0.1 0.279
H -1.131842 0.772315 2.124574 -0.1 0.0 0.0 0.245
S -0.156465 -1.533196 -5.206397 0.0 0.1 0.0 -0.022
C -0.239582 -1.671693 -3.635974 -0.1 -0.1 0.1 0.211
N -0.311802 -1.769756 -2.452734 -0.1 0.3 -1.0 -0.793
```
Positions in Å, forces in eV/Å.

Properties
Strongest force on any atom in eV Å⁻¹: 1.31
Energy relative to the best compared isomer or geometry (same formula, charge and spin) in kJ/mol: 68.92
Spin multiplicity: 5
LUMO (alpha / beta) in eV: -3.58 / -3.20
Highest occupied orbital energy (alpha / beta) in Ha: -0.4061 / -0.4139
Charge: +1
Molecular weight in u: 430.08


A cluster of 5 separate species, C10H19Cl7NO4 in total, computed with ωB97M-V/def2-TZVPD.

```
41
Properties=species:S:1:pos:R:3:forces:R:3:nbo_charge:R:1
Cl 0.070025 1.961628 -0.032929 -0.3 1.9 -0.5 2.552
O 0.285591 2.891517 1.050532 0.4 -0.2 -0.2 -0.864
O -0.873979 0.984820 0.406250 -0.5 -1.7 0.6 -0.911
O -0.541216 2.649657 -1.157585 0.3 0.0 0.0 -0.889
O 1.307601 1.365490 -0.459160 0.1 -0.4 0.2 -0.867
Cl -4.665876 2.078495 -1.876607 0.1 0.1 0.1 -0.097
C -3.719522 1.559981 -0.435751 -0.8 -0.3 -0.1 -0.375
C -4.592381 1.485544 0.823505 1.6 -1.7 -0.4 -0.427
Cl -5.438926 2.927529 1.260188 -0.3 0.6 0.3 -0.026
H -2.819246 2.163500 -0.355572 -0.3 0.2 0.1 0.266
H -3.421651 0.541158 -0.678988 0.1 0.0 0.2 0.214
H -3.884945 1.151199 1.590339 0.0 0.7 0.3 0.230
H -5.255715 0.620612 0.791832 -0.5 0.4 -0.5 0.208
Cl -2.398648 0.057213 -4.524978 -0.3 0.0 -0.7 -0.055
C -1.480858 0.213294 -3.049066 0.3 0.0 1.3 -0.421
C -1.230463 -1.132824 -2.386919 0.0 0.1 0.5 -0.383
Cl -0.188839 -2.225143 -3.328695 0.2 -0.1 -0.4 -0.092
H -2.045744 0.840095 -2.359149 -0.1 -0.2 -0.1 0.246
H -0.568750 0.788563 -3.196926 0.1 -0.3 -0.3 0.245
H -2.127026 -1.718940 -2.195156 -0.2 0.3 -0.2 0.213
H -0.731908 -1.013702 -1.425104 0.0 0.3 -0.1 0.245
Cl 3.616421 -0.734890 -4.376154 -0.3 -0.6 0.2 -0.084
C 3.247094 -2.137507 -3.282727 0.0 0.3 0.5 -0.359
C 2.876145 -1.576408 -1.909640 0.7 -0.2 -0.6 -0.391
Cl 2.532950 -2.894915 -0.786060 -0.1 -0.6 0.3 -0.069
H 4.164805 -2.716023 -3.224009 0.0 0.0 0.0 0.209
H 2.440951 -2.766871 -3.647390 0.0 0.3 -0.4 0.224
H 1.981204 -0.965130 -1.930680 0.3 0.4 -0.1 0.246
H 3.772129 -1.101326 -1.519740 -0.4 0.5 0.1 0.219
C 1.803827 0.798754 4.440934 0.5 0.8 0.1 -0.618
C 0.835813 0.036105 3.527710 1.0 0.0 0.4 -0.395
C 1.628247 -0.869539 2.565384 0.2 -0.7 -0.1 -0.512
C 2.328553 -2.020144 3.156209 -0.2 -0.1 0.4 0.310
N 2.902482 -2.924437 3.576450 -0.1 0.1 0.0 -0.382
H 2.552203 1.309746 3.828205 0.0 -0.1 -0.1 0.207
H 2.373839 0.231687 5.181587 -0.2 -0.6 -0.3 0.203
H 1.381082 1.602234 5.050118 -0.6 -0.1 -0.3 0.211
H 0.289999 0.733380 2.895098 -0.1 0.0 0.1 0.250
H 0.147682 -0.536958 4.147557 -0.2 -0.1 -0.3 0.201
H 2.451746 -0.358838 2.060340 -0.4 0.5 -0.1 0.255
H 0.995315 -1.298587 1.786757 -0.1 0.2 -0.1 0.262
```
Positions in Å, forces in eV/Å.

Properties
Strongest force on any atom in eV Å⁻¹: 2.38
Energy relative to the best compared isomer or geometry (same formula, charge and spin) in kJ/mol: 0.00
Spin multiplicity: 1
LUMO in eV: 2.66
Highest occupied orbital energy in Ha: -0.2611
Charge: -1
Molecular weight in u: 465.44


A cluster of 2 separate species, C10H19FSi in total, computed with ωB97M-V/def2-TZVPD.

```
31
Properties=species:S:1:pos:R:3:forces:R:3:nbo_charge:R:1
C -3.339460 -1.642107 1.292559 -1.4 0.2 -0.2 -0.151
C -2.549964 -0.740353 1.316023 0.3 0.1 -0.2 -0.535
C 1.877945 -2.549939 -0.164554 -1.0 -0.3 -4.5 -0.651
C 3.375405 -1.284658 1.255900 -0.2 -0.1 -1.8 -0.647
C 4.095436 -1.945300 -1.150525 -0.2 -0.3 0.5 -0.438
C -1.450760 0.867464 -1.513194 0.5 -0.6 0.3 -0.620
C -3.086010 2.181095 -0.181606 -1.8 -3.5 2.3 -0.608
C -0.829698 3.013320 -0.359929 -1.2 0.4 -0.3 -0.591
C 3.180251 -1.854220 -0.145350 1.7 -0.9 -0.1 0.036
C -1.671116 1.701943 -0.205762 0.9 1.3 -3.0 -0.553
F 0.080717 -0.100802 1.270633 -0.2 0.2 -0.7 -0.652
Si -1.378679 0.631701 1.236449 1.8 -0.9 1.1 1.753
H -4.295600 -2.120250 1.202643 0.5 -0.5 0.1 0.238
H 1.184717 -2.034637 0.442161 -1.0 0.3 0.5 0.225
H 1.463310 -2.595271 -1.289914 0.7 0.3 2.4 0.201
H 1.899315 -3.583917 0.071797 0.3 -1.0 0.8 0.222
H 3.677317 -2.036694 1.942113 0.5 -1.0 0.4 0.217
H 2.394675 -1.006742 1.588529 -0.2 1.0 0.4 0.222
H 4.128724 -0.541073 1.242092 0.5 1.1 0.3 0.214
H 3.950203 -2.704596 -1.993813 0.0 1.6 1.0 0.200
H 5.072297 -1.387313 -1.130465 -1.1 -0.8 0.1 0.198
H -1.232955 1.239882 2.535510 -0.6 0.8 0.5 -0.216
H -1.315394 1.536972 -2.342514 -0.2 0.5 -0.5 0.215
H -0.542907 0.248910 -1.537432 0.1 0.2 0.4 0.223
H -2.238707 0.160158 -1.760079 -0.4 0.1 0.2 0.216
H -3.329767 2.545478 0.845018 -0.1 0.6 -1.0 0.212
H -3.656863 1.201181 -0.232665 -0.1 1.1 0.0 0.210
H -3.415263 2.733507 -1.021419 -0.1 1.1 -0.6 0.225
H -1.303877 3.818891 -1.065889 0.5 -1.8 1.0 0.209
H -0.881731 3.473636 0.621742 0.9 0.4 0.1 0.211
H 0.138452 2.773726 -0.768068 0.7 0.3 0.4 0.218
```
Positions in Å, forces in eV/Å.

Properties
Strongest force on any atom in eV Å⁻¹: 4.63
Energy relative to the best compared isomer or geometry (same formula, charge and spin) in kJ/mol: 0.00
Spin multiplicity: 1
LUMO in eV: 0.73
Highest occupied orbital energy in Ha: -0.3223
SMILES: C#C[Si@@H](F)C(C)(C)C.C=C(C)C
Molecular weight in u: 186.35


A structure of composition C10H19INO6PTi, computed with ωB97M-V/def2-TZVPD.

```
39
Properties=species:S:1:pos:R:3:forces:R:3:nbo_charge:R:1
C -0.566462 -4.100785 1.126537 0.1 0.3 -0.7 -0.653
C 0.175875 -3.022970 0.091694 1.3 -1.2 1.7 -0.449
C 0.913269 -1.919300 1.050089 1.1 -0.3 -0.2 -0.459
C 1.869476 -0.832277 0.208424 1.6 -2.8 2.0 -0.242
N 1.335179 -0.303558 -1.031425 -1.1 1.2 0.9 -0.704
C 0.452164 0.897420 -1.081041 1.8 1.4 -2.1 0.468
C 0.848825 2.355610 -0.425607 -1.1 0.5 -0.2 -0.497
C 1.441391 2.448486 1.044375 2.6 1.8 -0.9 -0.361
C 1.613182 4.069028 1.425452 -0.3 -0.2 -0.2 -0.641
I 0.352352 1.541358 2.688740 0.3 0.0 -0.7 0.158
O 0.634643 1.255079 -2.552311 -3.8 -3.6 -0.4 -0.499
C -0.268241 0.308889 -3.292208 2.2 0.8 -6.5 0.936
O -0.178798 0.204767 -4.620882 -1.3 0.2 10.1 -0.458
O -1.226641 -0.355442 -2.343504 1.4 2.7 -0.5 -0.556
C -1.211585 0.681704 -1.255870 1.4 0.3 -2.1 -0.377
P -2.390279 0.628855 0.187613 -0.3 8.1 3.1 2.073
O -2.529015 2.105345 0.822703 0.7 -7.1 -2.7 -0.867
O -2.192417 -0.627826 1.366704 -1.9 -0.7 -3.6 -0.884
O -4.007318 0.340031 -0.504093 2.1 -3.6 -0.7 -0.999
H -1.307216 -3.485017 1.791157 1.0 -1.0 -0.7 0.150
H -1.159255 -4.935292 0.545966 1.2 1.5 1.2 0.225
H 0.233470 -4.607021 1.853320 -1.9 1.2 -1.6 0.288
H 1.054765 -3.652112 -0.415631 -2.1 1.6 0.6 0.267
H -0.537514 -2.595371 -0.725722 1.1 -0.5 1.2 0.165
H 0.231530 -1.399947 1.843866 1.0 -0.9 -1.7 0.211
H 1.708456 -2.541272 1.691653 -1.8 1.3 -1.3 0.249
H 2.804711 -1.521073 -0.094327 -2.1 1.7 0.5 0.236
H 2.312819 -0.129844 1.025768 -1.0 -0.8 -1.8 0.221
H 1.997561 -0.399157 -1.829092 -1.1 0.7 0.9 0.441
H 1.597614 2.884225 -1.187761 -1.4 -1.4 1.7 0.291
H -0.144460 3.016234 -0.482570 2.0 -1.4 0.2 0.243
H 2.560029 2.034100 1.044984 -2.7 0.5 0.1 0.248
H 0.852712 4.289764 2.292630 1.6 0.0 -1.9 0.240
H 2.722855 4.296858 1.772002 -2.5 -0.5 -0.7 0.255
H 1.352022 4.714896 0.455494 0.6 -1.3 2.3 0.231
H -1.528013 1.670560 -1.850919 0.3 -1.7 2.0 0.320
H -2.062560 -1.475337 0.810805 2.0 1.2 1.3 0.401
H -3.906776 0.213794 -1.509304 -0.3 0.8 1.3 0.539
Ti -3.848350 -2.053402 0.062290 -0.7 1.5 0.1 1.789
```
Positions in Å, forces in eV/Å.

Properties
Strongest force on any atom in eV Å⁻¹: 10.22
Spin multiplicity: 1
LUMO in eV: -11.75
Highest occupied orbital energy in Ha: -0.5374
Charge: +2
Molecular weight in u: 455.01


The molecule C10H19N, computed with ωB97M-V/def2-TZVPD.

```
30
Properties=species:S:1:pos:R:3:forces:R:3:nbo_charge:R:1
C -0.857413 -0.083819 -1.947913 0.8 -0.6 -0.3 -0.408
C -0.495119 -1.130195 0.200260 0.4 -2.1 1.5 0.136
C -0.770783 -2.433195 -0.537516 0.3 -1.7 -0.4 -0.610
C -1.728548 -0.684661 0.936925 0.1 1.2 2.3 -0.638
C 0.642383 -1.408801 1.260441 -0.7 0.9 0.5 -0.443
C 1.109128 -0.111317 1.842484 0.6 0.6 0.6 -0.171
C 0.983003 1.039526 1.177905 1.2 -0.2 0.8 -0.211
C 0.510116 1.121588 -0.243629 -0.7 0.1 -0.3 0.119
C -0.533708 2.301003 -0.257906 0.4 -0.6 -0.4 -0.627
C 1.745274 1.512638 -1.147600 0.1 -0.2 1.4 -0.604
H -0.593279 0.761556 -2.556148 0.3 0.6 0.1 0.203
H -0.682999 -0.925204 -2.651379 0.1 0.1 0.7 0.197
H -1.921564 -0.029315 -1.807623 -0.8 0.1 0.3 0.174
H -0.912078 -3.306361 0.158468 0.0 1.0 -0.4 0.215
H -1.642257 -2.412871 -1.226740 0.4 0.1 0.6 0.211
H 0.113691 -2.715035 -1.153838 -0.5 0.3 0.3 0.216
H -1.904809 -1.351551 1.794128 -0.4 0.0 -0.4 0.207
H -1.511234 0.326635 1.418897 -0.5 -1.3 -0.7 0.214
H -2.605248 -0.594608 0.310823 -0.2 -0.1 -0.2 0.210
H 0.210711 -1.945819 2.098705 -0.3 -0.4 0.0 0.208
H 1.540129 -1.967708 0.991865 -0.3 -0.2 -0.8 0.225
H 1.608468 -0.165998 2.848515 -0.6 0.3 -1.0 0.207
H 1.400901 1.979694 1.612078 -0.5 -0.8 -0.4 0.212
H -0.883636 2.599458 -1.265668 0.3 -0.2 0.5 0.208
H 0.019578 3.090774 0.211770 0.0 1.0 0.0 0.206
H -1.397132 2.092358 0.384868 0.2 -0.1 -0.3 0.214
H 1.385405 1.587283 -2.155598 0.2 0.1 -0.6 0.207
H 2.640063 0.857256 -1.046325 -1.1 -0.2 -0.2 0.220
H 2.164659 2.464924 -0.803711 -0.5 0.2 -0.2 0.204
N -0.093625 -0.154584 -0.694825 1.7 2.0 -3.1 -0.501
```
Positions in Å, forces in eV/Å.

Properties
Strongest force on any atom in eV Å⁻¹: 4.03
Energy relative to the best compared isomer or geometry (same formula, charge and spin) in kJ/mol: 87.28
Spin multiplicity: 1
LUMO in eV: 0.88
Highest occupied orbital energy in Ha: -0.2865
SMILES: CN1C(C)(C)C=CCC1(C)C
Molecular weight in u: 153.27